Here is a structure of composition C32H80AuGe2NSbSi6 in a non-equilibrium geometry from the Open Molecules 2025 dataset. Energies are from ωB97M-V/def2-TZVPD.

Values from the calculation:
* charge: +3
* E_tot: -206479.23467 eV
* energy relative to the best compared isomer or geometry (same formula, charge and spin): 18.3 kcal/mol
* molecular weight: 1111.5 g/mol

XYZ file:
```
123
Properties=species:S:1:pos:R:3:lowdin_charge:R:1
Au 0.26 -0.38 -0.08 0.39
C 2.90 1.50 2.14 -0.22
Si 1.79 0.85 3.49 0.36
C 1.75 2.06 4.90 -0.20
C 2.40 -0.82 4.06 -0.20
Ge -0.61 0.66 2.96 0.86
Si -1.64 -0.12 5.05 0.37
C -0.50 -1.27 5.96 -0.20
C -3.36 -0.86 4.90 -0.20
C -1.78 1.54 5.91 -0.20
Si -2.30 2.05 1.87 0.34
C -3.98 1.37 2.32 -0.20
C -2.23 2.22 0.02 -0.22
C -1.95 3.63 2.79 -0.18
H 3.90 1.09 2.32 0.05
H 2.98 2.59 2.18 0.03
H 2.58 1.21 1.14 -0.04
H 2.79 2.25 5.18 0.06
H 1.24 1.67 5.79 0.03
H 1.31 3.03 4.64 0.04
H 3.24 -1.16 3.45 0.04
H 1.65 -1.61 4.09 -0.01
H 2.78 -0.71 5.08 0.06
H -0.29 -2.18 5.40 0.02
H -0.99 -1.57 6.89 0.06
H 0.45 -0.81 6.22 0.03
H -3.41 -1.76 5.51 0.05
H -3.68 -1.12 3.89 0.00
H -4.09 -0.15 5.30 0.05
H -0.96 2.23 5.76 0.01
H -1.83 1.35 6.99 0.06
H -2.71 2.04 5.63 0.04
H -4.17 0.37 1.92 0.02
H -4.72 2.04 1.87 0.06
H -4.16 1.36 3.40 0.03
H -2.70 1.34 -0.44 -0.02
H -1.23 2.30 -0.39 -0.03
H -2.81 3.10 -0.28 0.06
H -1.72 3.49 3.85 0.02
H -2.86 4.24 2.75 0.06
H -1.15 4.21 2.34 0.03
C -1.30 -3.97 3.17 0.00
C 0.05 -3.76 2.90 -0.02
C 0.41 -2.67 2.12 -0.16
N -0.49 -1.82 1.59 -0.10
C -1.78 -2.03 1.87 -0.23
C -2.23 -3.08 2.65 -0.05
H -1.62 -4.81 3.76 0.14
H 0.81 -4.42 3.27 0.13
H 1.45 -2.48 1.89 0.07
H -2.48 -1.34 1.41 0.08
H -3.28 -3.20 2.84 0.13
C -4.92 -0.99 -1.16 -0.13
C -3.93 -0.90 -2.31 -0.54
C -4.01 0.46 -2.99 -0.12
Sb -1.91 -1.44 -1.70 1.51
C -2.00 -3.60 -1.68 -0.54
C -3.17 -4.15 -0.85 -0.12
C -0.67 -4.17 -1.21 -0.14
C -1.16 -1.23 -3.73 -0.54
C -0.27 -2.37 -4.21 -0.12
C -0.52 0.11 -3.95 -0.18
H -5.93 -0.78 -1.52 0.10
H -4.70 -0.23 -0.40 0.05
H -4.94 -1.96 -0.67 0.06
H -4.14 -1.68 -3.05 0.10
H -3.82 1.28 -2.29 0.06
H -5.02 0.60 -3.37 0.10
H -3.34 0.56 -3.84 0.06
H -2.19 -3.87 -2.72 0.09
H -3.17 -3.77 0.17 0.05
H -3.08 -5.24 -0.79 0.10
H -4.13 -3.93 -1.30 0.07
H -0.51 -3.97 -0.15 0.05
H 0.18 -3.77 -1.77 0.05
H -0.66 -5.26 -1.34 0.10
H -2.10 -1.24 -4.30 0.10
H 0.66 -2.41 -3.63 0.06
H -0.02 -2.24 -5.26 0.10
H -0.75 -3.34 -4.11 0.07
H 0.41 0.14 -3.34 -0.07
H -1.13 0.95 -3.65 0.06
H -0.19 0.25 -4.99 0.09
C 3.14 -2.13 -0.01 -0.23
Si 3.56 -1.00 -1.42 0.39
C 4.74 0.32 -0.82 -0.19
C 4.10 -2.00 -2.87 -0.18
Ge 1.72 0.72 -1.76 0.74
Si 2.86 1.19 -4.23 0.51
C 1.90 2.57 -5.00 -0.19
C 4.64 1.62 -3.97 -0.18
C 2.62 -0.35 -5.25 -0.19
Si 1.35 3.22 -1.52 0.41
C 0.98 3.56 0.29 -0.23
C 3.00 4.03 -1.86 -0.20
C -0.04 3.73 -2.65 -0.19
H 4.05 -2.68 0.26 0.07
H 2.38 -2.86 -0.26 0.03
H 2.83 -1.54 0.86 -0.01
H 5.75 -0.02 -1.04 0.07
H 4.66 0.43 0.26 0.02
H 4.63 1.30 -1.28 0.00
H 4.94 -2.59 -2.50 0.07
H 4.46 -1.44 -3.73 0.01
H 3.33 -2.70 -3.20 0.05
H 2.00 3.54 -4.52 0.02
H 0.85 2.35 -5.17 0.04
H 2.37 2.67 -5.99 0.07
H 4.85 2.40 -3.24 0.03
H 4.96 2.02 -4.95 0.07
H 5.26 0.75 -3.76 0.04
H 2.03 -0.10 -6.13 0.06
H 2.13 -1.17 -4.73 0.00
H 3.59 -0.71 -5.60 0.05
H 1.90 3.82 0.81 0.03
H 0.49 2.75 0.82 -0.03
H 0.33 4.44 0.32 0.06
H 3.83 3.51 -1.38 0.03
H 2.94 5.02 -1.39 0.06
H 3.23 4.19 -2.91 0.03
H -0.88 4.09 -2.04 0.04
H -0.41 2.95 -3.31 0.01
H 0.29 4.57 -3.27 0.06
```



Here is the ion C16H22N3O with charge +1 in a non-equilibrium geometry from the Open Molecules 2025 dataset. Energies are from ωB97M-V/def2-TZVPD.

Values from the calculation:
* charge: +1
* E_tot: -23457.66599 eV
* energy relative to the best compared isomer or geometry (same formula, charge and spin): 75.2 kcal/mol
* molecular weight: 272.4 g/mol

XYZ file:
```
42
Properties=species:S:1:pos:R:3:nbo_charge:R:1
C 4.48 -1.41 0.84 -0.73
C 3.90 -2.86 0.60 0.70
O 4.02 -3.75 1.43 -0.55
N 3.16 -3.14 -0.61 -0.70
C 1.73 -2.68 -0.46 -0.22
C 1.34 -1.85 -1.77 -0.41
C 1.98 -0.38 -1.77 -0.41
C 0.92 0.76 -2.08 -0.45
C 0.44 1.56 -0.83 -0.01
C 1.24 2.64 -0.21 -0.15
C 0.75 3.40 1.00 -0.18
C -0.56 3.16 1.62 -0.18
C -1.39 2.07 0.99 -0.10
C -2.74 1.78 1.57 0.15
N -3.56 0.78 1.10 -0.32
C -4.91 0.47 1.69 -0.07
N -5.98 0.54 0.66 -0.79
C -3.11 -0.02 0.01 0.00
C -1.84 0.19 -0.66 -0.21
C -0.89 1.28 -0.19 0.10
H 4.91 -1.06 -0.14 0.23
H 3.62 -0.78 1.20 0.22
H 5.33 -1.43 1.58 0.26
H 3.17 -4.14 -0.83 0.39
H 1.10 -3.61 -0.36 0.21
H 1.66 -2.02 0.46 0.19
H 1.78 -2.45 -2.63 0.23
H 0.22 -1.84 -1.94 0.18
H 2.70 -0.38 -2.65 0.23
H 2.61 -0.20 -0.86 0.22
H 1.42 1.51 -2.77 0.24
H 0.09 0.31 -2.69 0.22
H 2.25 2.93 -0.60 0.25
H 1.39 4.19 1.48 0.25
H -0.90 3.76 2.50 0.25
H -3.16 2.38 2.43 0.25
H -4.95 -0.57 2.13 0.23
H -5.20 1.21 2.48 0.23
H -5.98 -0.35 0.16 0.37
H -5.78 1.32 0.03 0.37
H -3.74 -0.87 -0.37 0.25
H -1.51 -0.43 -1.53 0.26
```



Here is a structure of composition C29H46EuN7O5P in a non-equilibrium geometry from the Open Molecules 2025 dataset. Energies are from ωB97M-V/def2-TZVPD.

Values from the calculation:
* charge: +1
* E_tot: -80102.18569 eV
* energy relative to the best compared isomer or geometry (same formula, charge and spin): 0.0 kcal/mol
* spin multiplicity: 7
* molecular weight: 755.7 g/mol

XYZ file:
```
89
Properties=species:S:1:pos:R:3:lowdin_charge:R:1
Eu 0.12 -0.68 0.04 1.99
O -1.93 -5.05 4.51 0.06
C -1.30 -4.33 3.52 -0.22
C -0.07 -3.64 3.73 0.08
C 0.34 -2.85 2.67 -0.21
N -0.26 -2.87 1.51 0.05
C -1.48 -3.43 1.30 -0.16
C -2.04 -4.23 2.30 0.10
C -2.19 -2.98 0.04 -0.54
O -3.19 -3.54 -0.42 0.07
O -1.62 -1.93 -0.53 -0.29
C 1.46 -1.82 2.87 -0.56
O 2.20 -1.81 3.89 0.03
O 1.54 -0.95 1.90 -0.29
H -1.36 -5.12 5.30 0.13
H 0.47 -3.73 4.66 0.13
H -3.03 -4.72 2.19 0.15
C 2.20 -3.27 -1.52 -0.03
N 3.10 -2.24 -0.94 -0.14
C 3.92 -2.57 0.21 -0.03
C 3.11 -0.96 -1.45 -0.37
N 1.91 -0.39 -1.69 -0.04
C 1.61 0.35 -2.82 -0.26
C 2.51 0.46 -3.90 -0.03
C 2.38 1.53 -4.78 -0.09
C 1.24 2.36 -4.77 -0.09
C 0.25 2.11 -3.85 -0.04
C 0.36 1.06 -2.90 -0.27
N -0.69 0.70 -2.05 -0.01
C -1.99 0.67 -2.45 -0.38
N -2.36 0.18 -3.68 -0.10
C -3.56 0.69 -4.35 -0.04
C -1.49 -0.71 -4.49 -0.01
N -2.95 1.12 -1.60 -0.16
C -4.12 0.28 -1.25 -0.02
C -2.80 2.41 -0.94 -0.04
N 4.26 -0.21 -1.48 -0.12
C 4.28 1.21 -1.12 -0.03
C 5.60 -0.79 -1.79 -0.02
H 1.58 -3.71 -0.73 0.08
H 2.79 -4.09 -2.02 0.11
H 1.57 -2.84 -2.31 0.08
H 3.72 -3.63 0.49 0.11
H 3.69 -1.95 1.08 0.08
H 4.97 -2.50 -0.02 0.07
H 3.34 -0.25 -3.97 0.12
H 3.18 1.80 -5.45 0.10
H 1.15 3.08 -5.58 0.11
H -0.71 2.65 -3.89 0.12
H -3.97 1.51 -3.78 0.08
H -4.35 -0.06 -4.51 0.10
H -3.34 1.10 -5.35 0.10
H -0.67 -1.11 -3.90 0.09
H -1.12 -0.22 -5.40 0.10
H -2.14 -1.51 -4.85 0.09
H -4.07 -0.66 -1.83 0.10
H -5.04 0.81 -1.47 0.09
H -4.03 0.04 -0.18 0.08
H -1.77 2.80 -1.02 0.08
H -3.01 2.30 0.12 0.07
H -3.47 3.17 -1.37 0.10
H 3.30 1.54 -0.80 0.08
H 4.63 1.77 -1.99 0.09
H 4.96 1.44 -0.29 0.10
H 5.45 -1.73 -2.31 0.09
H 6.24 -0.93 -0.89 0.10
H 6.10 -0.06 -2.39 0.08
C 1.57 1.71 4.42 -0.16
C 0.06 1.46 4.37 -0.39
P -0.72 1.57 2.67 0.91
C -0.69 3.34 2.28 -0.43
C -1.72 4.29 2.89 -0.15
C -2.40 0.99 3.13 -0.42
C -3.18 1.84 4.12 -0.15
H 2.02 1.27 5.33 0.08
H 1.83 2.82 4.46 0.08
H 2.12 1.25 3.57 0.06
H -0.54 2.09 5.01 0.06
H -0.21 0.45 4.73 0.08
H -0.66 3.48 1.19 0.06
H 0.31 3.64 2.63 0.07
H -2.72 4.12 2.47 0.07
H -1.48 5.33 2.65 0.08
H -1.79 4.18 3.97 0.06
H -2.17 -0.01 3.50 0.06
H -3.00 0.84 2.23 0.04
H -2.49 2.51 4.66 0.04
H -3.68 1.26 4.87 0.07
H -3.90 2.51 3.61 0.08
```



Here is a structure of composition C42H48BBrCaIN6P2 from the Open Molecules 2025 dataset. Energies are from ωB97M-V/def2-TZVPD.

Values from the calculation:
* charge: +1
* E_tot: -169112.35636 eV
* energy relative to the best compared isomer or geometry (same formula, charge and spin): 0.0 kcal/mol
* molecular weight: 956.5 g/mol

XYZ file:
```
102
Properties=species:S:1:pos:R:3:lowdin_charge:R:1
Ca -0.11 -0.12 0.04 1.11
C 1.33 5.19 -1.08 -0.01
C 0.71 3.91 -1.50 -0.25
C 0.18 3.59 -2.74 0.03
C -0.27 2.27 -2.62 -0.27
N -0.01 1.81 -1.41 0.00
N 0.58 2.82 -0.71 0.03
B 0.90 2.77 0.81 -0.49
N 2.04 1.77 1.16 0.02
N 1.94 0.42 0.97 -0.03
C 3.10 -0.11 1.36 -0.26
C 3.96 0.89 1.81 0.04
C 3.25 2.07 1.67 -0.25
C 3.71 3.45 1.99 -0.01
C 3.33 -1.56 1.26 -0.17
C 2.71 -2.34 0.29 -0.14
C 2.99 -3.70 0.18 -0.10
C 3.89 -4.30 1.05 -0.08
C 4.49 -3.54 2.04 -0.06
C 4.22 -2.18 2.14 -0.02
N -0.41 2.50 1.61 0.03
N -1.25 1.46 1.35 -0.03
C -2.35 1.65 2.08 -0.25
C -2.22 2.81 2.85 0.04
C -0.98 3.33 2.52 -0.25
C -0.34 4.57 3.04 -0.01
C -3.48 0.71 1.99 -0.18
C -4.31 0.51 3.09 -0.04
C -5.36 -0.39 3.01 -0.07
C -5.60 -1.09 1.84 -0.07
C -4.78 -0.88 0.74 -0.09
C -3.73 0.02 0.81 -0.05
C -0.97 1.46 -3.63 -0.18
C -0.71 0.10 -3.80 -0.07
C -1.38 -0.62 -4.77 -0.09
C -2.33 -0.01 -5.58 -0.07
C -2.59 1.34 -5.42 -0.06
C -1.92 2.07 -4.45 -0.02
H 1.33 5.89 -1.92 0.09
H 2.36 5.05 -0.75 0.08
H 0.78 5.65 -0.26 0.08
H 0.14 4.23 -3.61 0.12
H 1.29 3.84 1.13 0.10
H 4.97 0.78 2.17 0.12
H 4.72 3.42 2.39 0.09
H 3.06 3.93 2.72 0.08
H 3.72 4.08 1.10 0.08
H 2.03 -1.89 -0.42 0.00
H 2.53 -4.28 -0.61 0.10
H 4.11 -5.35 0.96 0.11
H 5.19 -4.00 2.73 0.11
H 4.70 -1.59 2.91 0.12
H -2.94 3.24 3.53 0.12
H -0.98 5.03 3.78 0.09
H -0.16 5.29 2.24 0.08
H 0.62 4.36 3.50 0.08
H -4.12 1.05 4.01 0.12
H -6.00 -0.54 3.88 0.11
H -6.42 -1.79 1.78 0.11
H -5.00 -1.39 -0.19 0.10
H -3.13 0.22 -0.08 0.10
H 0.07 -0.37 -3.21 0.04
H -1.15 -1.67 -4.92 0.10
H -2.84 -0.58 -6.34 0.11
H -3.33 1.83 -6.04 0.11
H -2.14 3.12 -4.31 0.12
C -1.66 -1.96 3.60 -0.26
P -0.66 -2.35 2.14 0.82
C 0.62 -3.43 2.88 -0.27
C -1.72 -3.58 1.27 -0.42
C -1.10 -4.05 -0.05 -0.42
P -1.00 -2.71 -1.30 0.80
C 0.01 -3.49 -2.61 -0.27
C -2.68 -2.72 -2.01 -0.25
H -1.94 -2.86 4.15 0.05
H -2.57 -1.43 3.30 0.01
H -1.09 -1.31 4.26 0.05
H 0.16 -4.16 3.55 0.05
H 1.33 -2.83 3.44 0.05
H 1.18 -3.95 2.11 0.02
H -2.69 -3.10 1.09 0.06
H -1.92 -4.44 1.92 0.09
H -1.66 -4.89 -0.47 0.09
H -0.08 -4.41 0.12 0.06
H -0.44 -4.43 -2.96 0.06
H 1.01 -3.70 -2.23 0.02
H 0.12 -2.82 -3.46 0.02
H -2.92 -3.69 -2.46 0.06
H -2.78 -1.94 -2.77 0.03
H -3.40 -2.51 -1.22 0.01
Br 6.30 -0.71 -4.43 0.73
C 4.92 0.43 -5.01 -0.74
C 5.17 1.26 -6.10 -0.13
C 4.19 2.11 -6.57 -0.07
C 2.95 2.15 -5.94 -0.07
C 2.69 1.34 -4.85 -0.15
C 3.68 0.47 -4.38 -0.72
I 3.24 -0.73 -2.73 1.01
H 6.14 1.22 -6.58 0.10
H 4.39 2.75 -7.42 0.11
H 2.17 2.82 -6.30 0.11
H 1.73 1.37 -4.37 0.07
```



Here is a structure of composition C22H27CsO3 in a non-equilibrium geometry from the Open Molecules 2025 dataset. Energies are from ωB97M-V/def2-TZVPD.

Values from the calculation:
* E_tot: -29939.10076 eV
* energy relative to the best compared isomer or geometry (same formula, charge and spin): 0.0 kcal/mol
* molecular weight: 472.4 g/mol

XYZ file:
```
53
Properties=species:S:1:pos:R:3:lowdin_charge:R:1
C 3.07 0.97 2.40 0.03
C 3.29 2.17 1.56 -0.56
O 3.61 3.22 2.01 0.14
O 3.17 2.00 0.22 -0.02
C 1.80 2.01 -0.21 -0.18
C 1.70 1.53 -1.64 -0.17
C 1.46 0.01 -1.91 -0.23
C 0.00 -0.29 -1.79 -0.34
O -0.66 0.13 -0.54 -0.08
C -1.87 -0.43 -0.27 -0.23
C -2.10 -1.80 -0.37 0.03
C -3.33 -2.37 -0.04 -0.27
C -3.52 -3.86 -0.12 -0.05
C -4.36 -1.54 0.39 -0.05
C -4.12 -0.17 0.50 -0.03
C -2.90 0.41 0.18 -0.15
C -2.73 1.90 0.36 -0.35
C -1.98 2.18 1.67 -0.04
C -2.09 2.61 -0.83 -0.05
C 2.23 -0.83 -0.95 -0.23
C 1.70 -1.73 -0.02 -0.04
C 2.52 -2.53 0.78 -0.10
C 3.90 -2.45 0.69 -0.13
C 4.47 -1.55 -0.23 -0.10
C 3.64 -0.78 -1.03 -0.05
H 3.84 0.22 2.23 0.09
H 2.13 0.49 2.13 0.08
H 3.01 1.25 3.44 0.09
H 1.18 1.43 0.47 0.11
H 1.46 3.05 -0.16 0.12
H 2.62 1.81 -2.15 0.10
H 0.92 2.11 -2.14 0.07
H -0.13 -1.36 -1.99 0.10
H -0.53 0.26 -2.58 -0.22
H -1.31 -2.45 -0.70 0.11
H -3.18 -4.24 -1.08 0.08
H -2.90 -4.34 0.63 0.08
H -4.56 -4.11 0.05 0.07
H -5.33 -1.93 0.66 0.10
H -4.92 0.48 0.83 0.11
H -3.73 2.31 0.48 0.12
H -1.12 1.53 1.78 0.08
H -1.67 3.22 1.74 0.08
H -2.65 1.99 2.50 0.08
H -1.02 2.72 -0.69 0.06
H -2.51 3.59 -0.99 0.08
H -2.21 1.98 -1.71 0.03
H 0.63 -1.83 0.10 0.08
H 2.09 -3.22 1.49 0.09
H 4.54 -3.06 1.30 0.09
H 5.54 -1.50 -0.32 0.09
H 4.08 -0.11 -1.75 0.11
Cs -1.17 0.88 -4.36 1.16
```



Here is a structure of composition C24H14BF3N5O8S in a non-equilibrium geometry from the Open Molecules 2025 dataset. Energies are from ωB97M-V/def2-TZVPD.

Values from the calculation:
* charge: -1
* E_tot: -68598.70273 eV
* molecular weight: 600.3 g/mol

XYZ file:
```
56
Properties=species:S:1:pos:R:3:nbo_charge:R:1
C -3.45 5.65 2.83 -0.64
C -2.66 4.42 2.96 -0.21
C -2.67 3.52 4.02 -0.25
C -1.73 2.47 3.88 -0.23
C -0.97 2.61 2.73 -0.17
B -2.22 -1.23 0.92 1.26
C 0.10 1.88 2.12 -0.03
C 0.38 1.86 0.72 -0.26
C 1.67 2.10 0.34 -0.12
C 2.64 2.25 1.32 -0.20
C 4.04 2.70 0.97 0.98
F 4.99 2.25 1.84 -0.33
F 4.42 2.29 -0.28 -0.33
F 4.15 4.08 0.96 -0.34
C 2.39 2.01 2.65 -0.12
C 1.12 1.67 3.07 -0.20
O -2.51 -0.62 2.21 -0.70
C -3.72 -0.11 1.88 0.26
C -3.70 0.19 0.45 0.21
C -4.84 0.14 -0.31 -0.24
C -6.01 -0.29 0.36 -0.24
C -6.03 -0.64 1.72 -0.22
C -4.88 -0.53 2.52 -0.23
O -2.50 -0.30 -0.08 -0.69
S -1.76 3.82 1.65 0.42
H -3.61 6.08 3.81 0.22
H -2.88 6.39 2.26 0.22
H -4.44 5.50 2.37 0.22
H -3.27 3.66 4.90 0.21
H -1.47 1.76 4.66 0.23
H -0.38 1.65 -0.03 0.24
H 1.99 2.14 -0.69 0.22
H 3.17 2.20 3.36 0.22
H 0.85 1.51 4.12 0.23
H -4.72 0.28 -1.38 0.22
H -6.91 -0.38 -0.23 0.21
H -6.94 -0.99 2.22 0.21
H -4.80 -0.82 3.59 0.23
O 0.45 -2.64 7.77 -0.41
N -0.07 -2.75 6.66 0.40
C 0.02 -2.08 5.49 0.03
C -0.90 -2.73 4.63 0.10
N -1.61 -3.73 5.26 -0.07
O -1.09 -3.72 6.53 -0.16
C -0.95 -2.31 3.24 0.12
N -1.92 -3.07 2.41 0.27
O -2.98 -3.42 2.76 -0.45
O -1.85 -2.49 0.91 -0.68
C -0.13 -1.21 2.82 -0.40
C 1.02 -1.02 3.59 0.06
N 2.36 -0.83 3.20 0.37
O 2.93 -0.85 2.15 -0.42
O 3.07 -0.71 4.42 -0.19
N 2.26 -0.93 5.52 -0.09
C 1.02 -1.19 4.98 0.06
H -0.10 -0.86 1.80 0.24
```



Here is the ion C4H3N2O with charge +1 in a non-equilibrium geometry from the Open Molecules 2025 dataset. Energies are from ωB97M-V/def2-TZVPD.

Values from the calculation:
* charge: +1
* E_tot: -9211.93239 eV
* energy relative to the best compared isomer or geometry (same formula, charge and spin): 2.4 kcal/mol
* molecular weight: 95.1 g/mol

XYZ file:
```
10
Properties=species:S:1:pos:R:3:nbo_charge:R:1
C -1.06 -1.06 0.08 0.35
N 0.23 -1.44 0.28 -0.44
C 0.96 -0.50 -0.17 0.58
O 2.13 0.14 0.03 -0.36
C 1.24 1.16 0.27 0.31
C 0.15 0.73 -0.53 0.01
N -1.21 0.19 -0.37 -0.48
H -1.75 -1.84 0.28 0.27
H 1.27 1.95 0.98 0.28
H -1.96 0.66 -0.86 0.48
```



Here is an isolated molecule of C4H3FN2 from the Open Molecules 2025 dataset. Energies are from ωB97M-V/def2-TZVPD.

Values from the calculation:
* E_tot: -9894.22218 eV
* energy relative to the best compared isomer or geometry (same formula, charge and spin): 0.0 kcal/mol
* molecular weight: 98.1 g/mol

XYZ file:
```
10
Properties=species:S:1:pos:R:3:nbo_charge:R:1
F -2.51 -0.22 0.00 -0.30
C -1.19 -0.21 0.00 0.62
C -0.53 1.02 -0.01 -0.37
C 0.85 0.93 -0.01 0.08
N 1.51 -0.24 0.00 -0.46
C 0.75 -1.34 -0.01 0.27
N -0.59 -1.38 -0.01 -0.48
H -1.04 1.95 0.02 0.24
H 1.47 1.82 0.00 0.20
H 1.28 -2.31 0.02 0.19
```